(1)
Below is C7H10 in the gas phase, with properties calculated with the ωB97M-V functional and the def2-TZVPD basis.

Last column: natural (NBO) charge in e.
Positions of all 17 atoms, in Å:
C1 -1.027 -0.510 -2.410  -0.25
C2 -0.474 -0.491 -1.339  0.00
C3 0.225 -0.411 -0.069  -0.15
C4 -0.529 0.277 1.063  -0.37
C5 -1.186 1.591 0.647  -0.61
C6 1.728 -0.240 -0.162  -0.39
C7 1.154 -1.546 0.294  -0.39
H1 -1.506 -0.513 -3.362  0.24
H2 0.184 0.453 1.879  0.20
H3 -1.292 -0.407 1.454  0.21
H4 -0.461 2.268 0.184  0.21
H5 -1.624 2.100 1.512  0.21
H6 -1.982 1.409 -0.081  0.22
H7 2.161 -0.192 -1.156  0.23
H8 2.203 0.405 0.574  0.22
H9 1.222 -1.794 1.350  0.22
H10 1.204 -2.399 -0.376  0.23

Total charge: 0
Structure (SMILES): C#CC1(CC)CC1
Max |F|: 0.48 eV/A
LUMO level: 1.145 eV
E_tot: -272.63012 a.u.

***

(2)
Below is C7H10 in the gas phase at a distorted geometry, with properties calculated with the ωB97M-V functional and the def2-TZVPD basis.

Last column: natural (NBO) charge in e.
Positions of all 17 atoms, in Å:
C1 1.749 0.529 0.398  -0.59
C2 -0.265 1.201 -0.718  -0.40
C3 0.542 -1.244 -0.469  -0.59
C4 0.343 0.975 0.611  -0.28
C5 1.917 -0.808 -0.204  0.17
C6 -0.459 -0.114 -0.002  -0.05
C7 -1.857 -0.549 0.355  -0.61
H1 2.303 1.219 -0.232  0.27
H2 2.342 0.476 1.352  0.26
H3 -1.040 1.821 -0.866  0.21
H4 0.369 1.049 -1.677  0.20
H5 0.307 -1.848 -1.381  0.26
H6 0.304 -2.001 0.459  0.28
H7 0.180 1.423 1.559  0.23
H8 -2.270 -1.000 -0.656  0.20
H9 -2.594 0.204 0.334  0.23
H10 -1.870 -1.330 1.137  0.21

Total charge: 0
Max |F|: 3.95 eV/A
LUMO level: 0.308 eV
E_tot: -272.52351 a.u.

***

(3)
Below is C7H10 in the gas phase at a distorted geometry, with properties calculated with the ωB97M-V functional and the def2-TZVPD basis.

Last column: natural (NBO) charge in e.
Positions of all 17 atoms, in Å:
C1 -1.861 2.089 0.583  -0.30
C2 -1.060 1.221 0.311  0.00
C3 -0.322 0.017 -0.020  -0.14
C4 1.138 -0.429 0.373  -0.37
C5 2.360 0.403 -0.100  -0.60
C6 -0.956 -0.890 -1.032  -0.40
C7 -1.602 -0.899 0.294  -0.36
H1 -2.362 3.028 0.595  0.23
H2 1.288 -1.429 -0.067  0.20
H3 1.227 -0.571 1.453  0.21
H4 2.359 0.595 -1.179  0.21
H5 3.294 -0.145 0.111  0.21
H6 2.437 1.364 0.416  0.21
H7 -1.480 -0.431 -1.858  0.23
H8 -0.400 -1.790 -1.251  0.22
H9 -1.433 -1.609 1.081  0.22
H10 -2.629 -0.523 0.289  0.24

Total charge: 0
Structure (SMILES): C#CC1(CC)CC1
Max |F|: 1.61 eV/A
LUMO level: 1.077 eV
E_tot: -272.57654 a.u.